No. 1
Density functional theory data (the ωB97M-V functional and the def2-TZVPD basis) for one molecule with the formula C2H4NP at a distorted geometry.

Energy above the lowest of the compared OMol25 structures with the same formula, charge and spin, eV: 1.067
HOMO level, eV: -9.289
Structure (SMILES): C1[C@@H]2NP12
Molar mass, g/mol: 73.03

Structure (ORCA input):
```
! RIJCOSX wB97M-V def2-TZVPD def2/J DEFGRID3
* xyz 0 1
C 0.473 -0.858 0.140
C -0.035 0.455 -0.672
N -0.815 1.135 0.324
P -1.370 -0.512 0.018
H 0.880 -1.671 -0.442
H 0.980 -0.649 1.074
H 0.203 0.825 -1.647
H -0.316 1.275 1.205
*
```

---

No. 2
Density functional theory data (the ωB97M-V functional and the def2-TZVPD basis) for one molecule with the formula C8H7N at a distorted geometry.

Energy above the lowest of the compared OMol25 structures with the same formula, charge and spin, eV: 7.464
HOMO level (spin up / spin down), eV: -7.909 / -7.907
Structure (SMILES): C[C@@]12C[C@H]3C=NC4=C1[C@]432
Molar mass, g/mol: 117.15

Structure (ORCA input):
```
! RIJCOSX wB97M-V def2-TZVPD def2/J DEFGRID3
* xyz 0 1
C -1.489 0.577 1.732
C -0.636 0.426 0.524
C -0.568 -0.866 -0.311
C 1.077 -0.785 -0.403
C 1.714 -0.216 -1.672
N 1.759 1.072 -1.745
C 0.974 1.481 -0.663
C -0.478 1.352 -0.618
C 0.865 0.463 0.368
H -0.683 0.657 2.449
H -2.089 -0.386 1.751
H -2.203 1.422 1.803
H -0.938 -0.860 -1.301
H -0.852 -1.789 0.340
H 1.383 -1.643 0.113
H 2.164 -0.905 -2.364
*
```

---

No. 3
Density functional theory data (the ωB97M-V functional and the def2-TZVPD basis) for C33H30N2OPRhS as an isolated structure at a distorted geometry.

Energy above the lowest of the compared OMol25 structures with the same formula, charge and spin, eV: 0.376
HOMO level (spin up / spin down), eV: -13.759 / -13.785
Molar mass, g/mol: 636.56

Structure (ORCA input):
```
! RIJCOSX wB97M-V def2-TZVPD def2/J DEFGRID3
* xyz 2 1
Rh -0.095 0.057 -0.087
S -4.147 1.800 -1.181
C -3.746 2.501 0.337
C -2.511 2.131 0.807
C -1.841 1.254 -0.059
C -2.637 0.950 -1.184
C -2.270 -0.025 -2.164
C -3.022 -0.281 -3.320
C -2.601 -1.260 -4.196
C -1.442 -1.978 -3.907
C -0.741 -1.673 -2.748
N -1.137 -0.730 -1.904
H -4.456 3.161 0.800
H -2.118 2.491 1.742
H -3.915 0.294 -3.512
H -3.166 -1.471 -5.092
H -1.096 -2.762 -4.561
H 0.159 -2.216 -2.480
C -1.581 -3.332 0.648
C -1.947 -2.169 1.567
C -3.102 -2.522 2.499
C -0.760 -1.674 2.412
C -0.057 -2.739 3.274
O 1.330 -2.489 3.055
C 1.463 -1.583 2.099
N 0.343 -1.128 1.620
C 2.836 -1.212 1.767
C 3.837 -1.971 2.392
C 5.180 -1.719 2.180
C 5.554 -0.703 1.317
C 4.583 0.059 0.689
C 3.224 -0.157 0.914
P 2.071 0.945 0.028
C 1.388 2.185 1.179
C 0.670 3.213 0.549
C 0.138 4.245 1.292
C 0.298 4.252 2.672
C 0.968 3.213 3.303
C 1.518 2.177 2.565
C 3.105 1.951 -1.074
C 3.440 1.457 -2.333
C 4.272 2.195 -3.156
C 4.756 3.422 -2.729
C 4.438 3.903 -1.469
C 3.613 3.174 -0.634
H -2.399 -3.525 -0.042
H -1.412 -4.249 1.207
H -0.684 -3.100 0.070
H -2.244 -1.311 0.934
H -2.839 -3.359 3.143
H -3.978 -2.806 1.924
H -3.362 -1.676 3.131
H -1.127 -0.848 3.039
H -0.268 -3.767 2.962
H -0.262 -2.633 4.339
H 3.536 -2.771 3.050
H 5.926 -2.311 2.688
H 6.595 -0.494 1.131
H 4.883 0.850 0.020
H 0.573 3.212 -0.531
H -0.394 5.043 0.798
H -0.100 5.069 3.253
H 1.080 3.221 4.377
H 2.071 1.391 3.059
H 3.049 0.501 -2.656
H 4.535 1.812 -4.129
H 5.386 4.005 -3.380
H 4.833 4.848 -1.130
H 3.379 3.543 0.354
*
```

---

No. 4
Density functional theory data (the ωB97M-V functional and the def2-TZVPD basis) for C41H43AsN11NaO5S as an isolated structure at a distorted geometry.

Energy above the lowest of the compared OMol25 structures with the same formula, charge and spin, eV: 0.931
HOMO level, eV: -7.092
Molar mass, g/mol: 899.85

Structure (ORCA input):
```
! RIJCOSX wB97M-V def2-TZVPD def2/J DEFGRID3
* xyz 0 1
Na -0.221 -0.222 0.273
C 3.899 -2.294 -0.131
C 2.815 -1.400 0.410
N 1.570 -1.585 0.141
N 1.199 -2.638 -0.586
C -0.015 -2.582 -1.121
O -0.762 -1.574 -1.134
C -0.421 -3.854 -1.783
C 0.355 -5.005 -1.669
C -0.046 -6.180 -2.275
C -1.224 -6.223 -3.003
C -1.988 -5.076 -3.142
C -1.591 -3.899 -2.535
C 3.110 -0.295 1.312
C 4.381 0.287 1.410
C 4.565 1.375 2.242
C 3.494 1.837 2.993
C 2.283 1.169 2.866
N 2.087 0.156 2.048
H 3.569 -2.700 -1.085
H 4.054 -3.125 0.558
H 4.843 -1.776 -0.262
H 1.274 -4.956 -1.105
H 0.564 -7.068 -2.186
H -1.541 -7.148 -3.465
H -2.892 -5.103 -3.732
H -2.167 -2.991 -2.645
H 5.208 -0.094 0.832
H 5.534 1.852 2.306
H 3.590 2.679 3.660
H 1.425 1.468 3.454
C -6.685 1.671 -3.574
C -5.895 2.745 -3.208
C -4.681 2.540 -2.576
C -4.234 1.259 -2.273
C -5.022 0.186 -2.680
C -6.232 0.387 -3.320
As -2.525 0.865 -1.327
C -2.115 2.778 -1.075
C -2.792 3.704 -0.292
C -2.528 5.061 -0.393
C -1.588 5.523 -1.298
C -0.906 4.616 -2.093
C -1.162 3.261 -1.969
C -3.440 0.138 0.247
C -3.919 0.777 1.383
C -4.605 0.073 2.361
C -4.817 -1.288 2.229
C -4.332 -1.944 1.109
C -3.654 -1.235 0.137
H -7.638 1.837 -4.058
H -6.223 3.755 -3.406
H -4.084 3.402 -2.315
H -4.680 -0.827 -2.493
H -6.834 -0.457 -3.622
H -3.578 3.374 0.372
H -3.070 5.765 0.221
H -1.403 6.585 -1.398
H -0.196 4.974 -2.829
H -0.637 2.549 -2.601
H -3.759 1.832 1.544
H -4.976 0.599 3.234
H -5.356 -1.842 2.987
H -4.474 -3.010 1.004
H -3.270 -1.756 -0.731
N -2.694 -1.422 5.140
N -2.016 -1.555 3.974
N -1.443 -2.670 3.609
C -0.853 -2.311 2.478
N -1.081 -1.035 2.191
N -1.818 -0.566 3.151
H -3.167 -2.278 5.405
H -3.308 -0.617 5.104
H -0.252 -2.959 1.881
C 0.977 8.058 4.913
C 1.012 7.596 3.474
S 1.879 5.995 3.397
O 1.042 4.942 3.903
O 3.185 6.135 3.981
C 2.166 5.670 1.605
C 0.879 5.410 0.838
N 0.310 4.118 1.122
C 0.687 2.959 0.533
N -0.004 1.936 0.989
C -0.825 2.413 1.940
C -0.673 3.782 2.033
N -1.443 4.672 2.784
O -2.205 4.193 3.605
O -1.367 5.877 2.542
C 1.790 2.826 -0.442
H 0.518 9.041 4.984
H 1.984 8.109 5.317
H 0.400 7.357 5.508
H 1.578 8.275 2.844
H 0.014 7.427 3.084
H 2.833 4.811 1.588
H 2.689 6.540 1.219
H 1.084 5.442 -0.237
H 0.141 6.177 1.079
H -1.457 1.766 2.511
H 1.732 3.574 -1.228
H 1.733 1.830 -0.869
H 2.748 2.927 0.066
*
```

---

No. 5
Density functional theory data (the ωB97M-V functional and the def2-TZVPD basis) for a 3-piece molecular cluster, C4H12O2 overall at a distorted geometry.

Energy above the lowest of the compared OMol25 structures with the same formula, charge and spin, eV: 0.658
HOMO level, eV: -9.240
Structure (SMILES): C/C=C/C.O.O
Molar mass, g/mol: 92.14

Structure (ORCA input):
```
! RIJCOSX wB97M-V def2-TZVPD def2/J DEFGRID3
* xyz 0 1
C 1.308 1.554 0.460
C 1.185 0.080 0.748
C 0.031 -0.572 0.821
C -0.013 -2.035 1.241
H 0.709 2.103 1.185
H 2.299 1.994 0.559
H 0.974 1.757 -0.555
H 2.094 -0.474 0.969
H -0.937 -0.082 0.790
H -0.132 -2.033 2.328
H -0.980 -2.459 0.944
H 0.796 -2.605 0.816
O -0.001 -0.099 -2.258
H 0.580 -0.638 -1.710
H -0.733 0.090 -1.647
O -2.470 0.923 -1.241
H -2.012 1.771 -1.293
H -2.698 0.724 -2.157
*
```

---

No. 6
Density functional theory data (the ωB97M-V functional and the def2-TZVPD basis) for a 2-piece molecular cluster, CH6OSi overall at a distorted geometry.

Energy above the lowest of the compared OMol25 structures with the same formula, charge and spin, eV: 4.530
HOMO level, eV: -8.580
Molar mass, g/mol: 62.14

Structure (ORCA input):
```
! RIJCOSX wB97M-V def2-TZVPD def2/J DEFGRID3
* xyz 0 1
C 0.722 -0.326 -0.360
O 1.818 0.170 0.209
Si -0.999 0.371 -0.124
H 0.100 -1.799 0.783
H 0.975 -0.988 -1.171
H 1.601 0.797 0.911
H -1.229 0.614 1.299
H -1.049 1.690 -0.779
H -1.939 -0.530 -0.768
*
```

---

No. 7
Density functional theory data (the ωB97M-V functional and the def2-TZVPD basis) for C20H41AsO3S2SiTa as an isolated structure at a distorted geometry.

Energy above the lowest of the compared OMol25 structures with the same formula, charge and spin, eV: 0.000
HOMO level, eV: -17.150
Molar mass, g/mol: 677.64

Structure (ORCA input):
```
! RIJCOSX wB97M-V def2-TZVPD def2/J DEFGRID3
* xyz 3 1
Ta 0.325 -1.284 1.891
C 1.503 -2.697 0.173
C 0.559 -3.580 0.694
C 0.916 -3.839 2.087
C 2.016 -3.061 2.456
C 2.377 -2.245 1.305
H 1.544 -2.354 -0.835
H -0.281 -4.031 0.127
H 0.311 -4.430 2.753
H 2.649 -3.069 3.320
H 3.191 -1.606 1.137
C 0.511 -2.275 -6.910
C -0.042 -3.628 -6.653
C 0.970 -4.644 -6.573
C -1.472 -3.917 -6.505
O -0.201 -0.020 0.492
Si 0.396 1.390 0.940
S 1.056 0.425 3.213
O -0.773 2.366 1.483
C -1.125 3.750 0.867
C -1.972 4.401 1.941
C 0.127 4.578 0.710
C -1.902 3.620 -0.408
O 1.708 1.867 0.246
C 3.185 1.961 -0.053
C 3.208 2.168 -1.564
C 3.824 0.657 0.563
C 3.662 3.243 0.633
H 0.799 -2.461 -7.994
H 1.478 -2.204 -6.415
H -0.149 -1.425 -6.919
H 0.930 -5.234 -5.620
H 2.017 -4.271 -6.620
H 0.801 -5.200 -7.551
H -1.971 -3.088 -5.976
H -1.484 -4.974 -6.261
H -1.896 -3.789 -7.437
H -1.498 4.482 2.931
H -2.881 3.881 2.028
H -2.173 5.430 1.726
H 0.814 4.361 1.590
H -0.245 5.583 0.806
H 0.660 4.423 -0.216
H -2.921 3.227 -0.246
H -1.443 3.002 -1.152
H -2.032 4.601 -0.847
H 2.814 1.384 -2.153
H 4.264 2.207 -1.956
H 2.677 3.118 -1.746
H 3.330 -0.234 0.115
H 3.735 0.648 1.605
H 4.862 0.592 0.342
H 3.072 4.124 0.275
H 4.632 3.547 0.223
H 3.625 3.313 1.719
C -5.052 -1.231 3.339
As -3.131 -0.871 3.804
C -2.702 1.004 3.692
C -2.888 -1.271 5.705
S -1.763 -2.242 2.727
H -5.521 -1.255 4.293
H -5.061 -2.180 2.938
H -5.443 -0.450 2.718
H -3.585 1.416 4.295
H -2.708 1.295 2.626
H -1.724 1.143 4.090
H -3.812 -1.022 6.251
H -1.957 -0.765 6.020
H -2.738 -2.360 5.727
*
```

---

No. 8
Density functional theory data (the ωB97M-V functional and the def2-TZVPD basis) for a 2-piece molecular cluster, C2H10NO overall at a distorted geometry.

Energy above the lowest of the compared OMol25 structures with the same formula, charge and spin, eV: 0.864
HOMO level, eV: -16.293
Molar mass, g/mol: 64.11

Structure (ORCA input):
```
! RIJCOSX wB97M-V def2-TZVPD def2/J DEFGRID3
* xyz 1 1
O 0.033 0.570 2.442
H 0.747 -0.085 2.823
H -1.682 -0.405 -0.489
H 0.049 1.301 3.131
C 0.484 -0.415 -2.103
C 0.245 0.275 -0.784
N -0.789 -0.403 -0.038
H 0.744 -1.507 -1.939
H 1.440 0.023 -2.463
H -0.232 -0.402 -2.928
H -0.090 1.372 -0.863
H 1.149 0.243 -0.113
H -0.983 -0.102 0.954
H -0.256 -1.338 -0.064
*
```